[1]
This record from the OMol25 dataset describes a structure of composition C26H32CaN3O7S2Si. The level of theory is ωB97M-V with the def2-TZVPD basis set.

Structure (XYZ):
```
72
Properties=species:S:1:pos:R:3:forces:R:3
Ca 0.031100 -0.378798 -0.670720 0.17 -0.56 -0.10
C -1.637431 -1.635635 -3.314042 0.04 0.06 -0.01
N -1.955439 -1.655465 -1.878261 0.00 0.04 0.04
C -3.164034 -0.890097 -1.584652 -0.06 0.00 -0.01
C -2.922320 0.607109 -1.639445 -0.06 0.03 0.06
N -2.081071 1.099743 -0.534351 0.15 0.05 -0.03
C -1.453137 2.379540 -0.919368 0.04 0.01 -0.01
C -2.790793 1.201388 0.716676 -0.03 -0.03 0.07
C -3.656524 2.269468 0.922509 0.00 0.00 -0.03
C -4.313079 2.452521 2.129374 -0.01 0.00 0.00
C -4.108332 1.553164 3.167977 0.01 -0.01 0.00
C -3.266661 0.475959 2.976015 -0.02 0.02 -0.01
C -2.603863 0.259180 1.754071 -0.01 0.03 -0.03
S -1.633896 -1.165982 1.594134 0.02 0.00 0.01
C -1.987919 -3.020721 -1.398538 0.02 -0.03 0.00
C -3.203049 -3.670887 -1.203819 0.02 0.03 -0.01
C -3.261374 -4.980625 -0.751390 -0.02 -0.01 0.00
C -2.073890 -5.653847 -0.505847 0.04 -0.02 0.01
C -0.861771 -5.020742 -0.713261 -0.04 0.02 -0.01
C -0.765553 -3.693184 -1.163784 -0.11 -0.08 0.02
S 0.807513 -2.980717 -1.405575 0.01 0.08 -0.05
H -2.481713 -2.020949 -3.903482 0.00 -0.01 0.00
H -0.753576 -2.248670 -3.478350 -0.01 -0.01 0.00
H -1.391480 -0.624941 -3.641435 -0.01 0.00 0.00
H -3.509105 -1.161433 -0.585499 0.01 0.01 0.01
H -3.979142 -1.130020 -2.286313 0.02 0.00 -0.01
H -3.888219 1.133521 -1.635061 0.00 -0.02 -0.04
H -2.416199 0.874549 -2.568414 0.02 -0.01 0.01
H -2.178473 3.108684 -1.302160 -0.01 0.00 0.03
H -0.709760 2.198447 -1.697117 0.00 0.00 -0.01
H -0.940803 2.801553 -0.058294 0.03 0.00 0.03
H -3.804170 2.985946 0.124287 0.00 0.00 0.01
H -4.971064 3.302212 2.261104 0.00 0.00 0.00
H -4.601300 1.693445 4.121517 0.00 0.00 0.00
H -3.097294 -0.238883 3.770612 0.00 0.00 0.00
H -4.128509 -3.147185 -1.407042 -0.01 -0.02 0.00
H -4.219111 -5.461201 -0.595181 0.00 0.00 0.00
H -2.086098 -6.676552 -0.146499 -0.02 0.00 0.00
H 0.063977 -5.545453 -0.514452 0.01 0.01 0.00
O 2.216764 0.189367 3.153430 0.07 -0.04 0.04
C 1.602992 0.327326 1.877049 -0.09 0.06 0.06
O 0.939482 -0.747905 1.506536 0.02 0.16 -0.08
C 2.664199 0.713066 0.833726 0.14 0.05 0.02
C 4.006260 0.978218 1.031089 -0.04 0.02 0.06
C 4.776925 1.289421 -0.088562 -0.06 -0.02 0.00
C 4.203142 1.334939 -1.349490 0.02 0.02 0.03
C 2.844716 1.058333 -1.450389 0.22 0.05 0.08
N 2.137728 0.758624 -0.381942 -0.38 0.00 -0.05
C 2.033798 1.043445 -2.739741 -0.12 0.18 -0.18
O 2.822593 0.556862 -3.779231 0.04 -0.03 -0.01
O 0.836555 0.600145 -2.664888 0.01 0.04 0.08
H 1.856420 -0.647258 3.472819 0.00 -0.02 -0.03
H 4.428443 0.933124 2.024881 0.02 -0.01 -0.01
H 5.835001 1.490937 0.028861 0.00 0.00 0.00
H 4.780561 1.564673 -2.233352 0.00 0.01 0.00
H 2.193176 0.117255 -4.363565 -0.02 -0.01 0.01
O 1.316516 3.319923 -2.325541 -0.01 0.04 0.02
O 2.019246 2.622491 -3.160091 0.02 -0.17 0.05
C -0.521890 3.905135 2.514353 0.02 0.00 0.01
Si 0.657654 2.596288 3.147729 0.01 -0.03 0.09
C -0.046523 1.893678 4.737236 0.04 0.03 -0.04
C 2.340416 3.356586 3.458723 -0.04 0.03 0.05
O 0.711954 1.471651 1.939626 -0.04 0.05 -0.08
H -0.652064 4.704067 3.249761 0.01 -0.01 0.01
H -1.505276 3.472751 2.312294 0.01 0.00 0.01
H -0.150168 4.356383 1.591544 0.00 0.00 0.00
H -0.243052 2.687351 5.463727 0.00 0.00 0.00
H 0.643023 1.176786 5.184182 0.00 0.01 0.01
H -0.989946 1.381092 4.534020 0.01 0.00 -0.01
H 2.269570 4.170460 4.186083 0.00 0.00 -0.01
H 2.756974 3.764583 2.535132 0.00 0.00 -0.01
H 3.033256 2.609075 3.847352 -0.01 0.00 -0.01
```
Positions in Å, forces in eV/Å.

Results
- molar mass (g/mol) = 630.854
- total charge = -1
- multiplicity = 1
- frontier orbital gap (spin up / spin down) (eV) = 4.748 / 6.528

***

[2]
This record from the OMol25 dataset describes a structure of composition C37H43ClN8OP2SSi2Ta. The level of theory is ωB97M-V with the def2-TZVPD basis set.

Structure (XYZ):
```
96
Properties=species:S:1:pos:R:3:forces:R:3
Ta 1.157737 1.043419 -0.196288 0.09 -0.51 0.28
C 0.264365 3.288649 3.262842 -0.06 0.15 0.00
Si 0.415007 1.440927 3.357277 0.06 -0.17 -0.33
C 2.004995 0.938527 4.204278 0.14 -0.01 0.04
C -1.032574 0.891178 4.394662 -0.08 -0.09 0.04
N 0.402520 0.692427 1.733086 -0.32 -0.12 0.16
P -0.464934 -0.647021 1.277567 0.37 -0.12 0.27
C 0.299099 -0.985929 -0.219573 -0.46 0.54 0.18
P -0.479610 -0.693779 -1.703019 0.09 -0.28 -0.17
N -0.159500 0.904043 -1.835349 0.06 0.16 -0.22
Si -0.560639 2.042767 -3.158568 -0.01 -0.16 0.17
C -1.983005 3.107361 -2.582388 -0.10 0.11 0.03
C 0.876521 3.107505 -3.640979 0.11 0.09 -0.03
C -1.030943 1.047826 -4.661503 -0.04 -0.12 -0.09
C -2.194002 -1.218135 -1.823691 -0.08 0.05 -0.09
C -3.234319 -0.369099 -2.174569 -0.06 0.03 0.04
C -4.519137 -0.873765 -2.339380 0.05 0.00 0.03
C -4.759725 -2.226680 -2.163213 -0.01 -0.01 0.01
C -3.722110 -3.080357 -1.803689 -0.04 0.00 0.05
C -2.444937 -2.578745 -1.628647 0.00 0.00 0.05
C 0.326721 -1.591319 -3.058774 -0.01 -0.05 -0.05
C -0.387037 -2.284389 -4.030939 -0.02 -0.03 -0.04
C 0.277847 -2.910451 -5.078958 -0.02 0.02 0.01
C 1.657672 -2.840379 -5.171722 0.02 0.02 0.01
C 2.380332 -2.139545 -4.212040 -0.01 -0.03 -0.04
C 1.716561 -1.525686 -3.165195 -0.01 0.04 0.02
C -0.319370 -2.011558 2.461036 -0.10 -0.06 0.03
C 0.810492 -2.824841 2.387180 0.00 0.05 -0.03
C 1.004621 -3.855128 3.291841 0.01 -0.01 -0.02
C 0.054331 -4.101176 4.272951 -0.02 -0.02 0.01
C -1.086873 -3.316123 4.343708 0.03 0.00 -0.02
C -1.272182 -2.275233 3.445687 0.07 0.05 0.07
C -2.210657 -0.195921 1.232898 -0.12 0.02 -0.02
C -2.538082 1.147299 1.050987 0.00 0.01 -0.01
C -3.865605 1.539385 0.952293 0.04 -0.02 0.01
C -4.874149 0.592200 1.037294 -0.04 -0.02 0.00
C -4.556742 -0.749261 1.210420 -0.01 0.01 -0.02
C -3.232730 -1.143790 1.303808 0.01 0.00 -0.09
H 0.366748 3.665374 4.285689 -0.03 0.01 -0.01
H -0.724463 3.579051 2.900131 0.01 0.01 0.01
H 1.000808 3.795150 2.647224 -0.06 -0.02 0.08
H 1.805321 0.615814 5.228356 0.00 0.04 0.01
H 2.725712 1.758917 4.260025 0.00 -0.03 -0.03
H 2.477670 0.097749 3.691316 0.00 -0.02 0.01
H -1.165144 1.654019 5.167515 0.01 -0.03 0.02
H -0.856877 -0.059164 4.897353 -0.01 -0.01 0.00
H -1.972030 0.829312 3.843452 0.00 0.01 -0.01
H -1.614802 4.061954 -2.203409 -0.02 -0.01 0.01
H -2.550519 2.637485 -1.776219 0.01 0.04 0.00
H -2.670786 3.321294 -3.404796 0.01 -0.02 0.00
H 1.273754 3.686386 -2.808549 0.01 0.01 0.00
H 0.527472 3.807294 -4.406626 0.00 0.00 0.02
H 1.686713 2.523297 -4.078147 0.01 -0.01 -0.02
H -1.855607 0.349227 -4.507046 0.00 0.02 0.01
H -0.176317 0.476814 -5.032037 -0.01 0.02 -0.02
H -1.335041 1.740342 -5.451290 0.01 0.00 0.00
H -3.057470 0.689085 -2.310665 0.03 -0.02 -0.02
H -5.327938 -0.206958 -2.608128 0.00 0.00 0.00
H -5.758183 -2.620621 -2.302083 0.00 0.00 0.00
H -3.911836 -4.136541 -1.662889 0.00 0.01 0.00
H -1.636521 -3.248759 -1.353711 0.01 0.02 -0.01
H -1.466821 -2.336498 -3.987562 0.03 0.00 -0.01
H -0.289833 -3.447452 -5.827340 0.00 0.00 0.00
H 2.171244 -3.324551 -5.991903 0.00 0.01 0.00
H 3.458058 -2.063927 -4.282893 0.00 -0.01 0.02
H 2.292692 -0.970834 -2.438624 0.00 -0.03 0.06
H 1.527727 -2.649725 1.597863 -0.02 -0.02 0.04
H 1.888850 -4.475693 3.226549 0.00 0.00 0.00
H 0.198141 -4.911809 4.975151 0.00 0.01 0.00
H -1.835330 -3.512477 5.100019 0.00 0.01 0.00
H -2.162614 -1.669449 3.521657 0.01 0.04 0.04
H -1.756062 1.894442 0.994353 -0.01 0.00 -0.01
H -4.107127 2.585957 0.818379 0.00 0.00 0.00
H -5.910619 0.896891 0.969310 0.00 0.00 0.00
H -5.342769 -1.490553 1.271418 0.00 0.00 0.00
H -2.999974 -2.192631 1.431376 0.01 -0.02 -0.05
N 4.326999 -1.886567 0.586229 0.09 0.03 0.10
C 3.119302 -1.582980 0.125476 0.07 0.02 -0.03
N 2.847192 -0.333016 0.461720 0.23 -0.47 0.00
C 3.960465 0.069532 1.124327 0.14 0.20 0.09
N 4.888062 -0.843906 1.234463 -0.11 -0.10 -0.07
C 4.029332 1.454467 1.560657 -0.09 -0.13 -0.07
C 5.046139 1.974972 2.345473 0.05 -0.02 -0.02
N 5.064435 3.253790 2.692543 -0.06 0.03 -0.03
C 4.073139 4.004702 2.226337 0.06 0.03 0.02
C 3.053061 3.492887 1.435971 0.18 -0.10 -0.13
N 3.015108 2.200243 1.110381 -0.18 0.34 0.24
H 4.834073 -2.750702 0.485931 0.02 -0.01 -0.01
H 2.472563 -2.243797 -0.426316 -0.01 0.03 -0.01
H 5.847680 1.335033 2.692604 0.00 0.01 0.01
H 4.077237 5.055389 2.487593 0.02 0.00 0.00
H 2.271291 4.124982 1.045641 0.01 0.00 0.01
Cl 0.345747 3.259331 -0.093393 -0.36 0.38 -0.04
O 4.613202 0.023372 -2.188815 -0.10 -0.18 0.13
S 3.862725 1.262562 -2.319143 0.31 0.30 -0.31
N 2.616058 1.436289 -1.552228 0.19 0.10 -0.24
```
Positions in Å, forces in eV/Å.

Results
- molar mass (g/mol) = 982.394
- total charge = +1
- multiplicity = 1
- frontier orbital gap (eV) = 7.483
- relative energy (zero: lowest compared OMol25 entry of this formula, charge and spin) (eV) = 0.000

***

[3]
This record from the OMol25 dataset describes a cluster of 2 separate species, C4H11NO in total in a non-equilibrium geometry. The level of theory is ωB97M-V with the def2-TZVPD basis set.

Structure (XYZ):
```
17
Properties=species:S:1:pos:R:3:forces:R:3
C -0.216231 -1.600946 1.304731 -1.28 -0.92 -0.25
C -0.960608 -0.782300 0.562977 1.35 1.71 1.11
C -0.891200 0.742499 0.801234 -1.29 -0.71 -0.87
N -0.554495 1.598856 -0.339502 -0.10 -0.19 -0.41
C 0.750794 1.456525 -1.018624 -0.23 0.26 1.79
H -0.275982 -2.672725 1.110299 0.13 0.11 0.23
H 0.364559 -1.305202 2.178217 0.00 0.24 -0.44
H -1.623673 -1.028997 -0.255657 0.13 -0.59 -0.04
H -0.244095 1.012609 1.631397 0.05 -0.19 0.16
H -1.949968 0.935268 1.069855 0.58 0.65 0.10
H -1.255542 1.583823 -1.068391 -0.33 -0.04 0.34
H 1.032339 2.470345 -1.295116 0.22 -0.23 -0.66
H 0.793299 0.678359 -1.774935 0.00 0.42 -0.37
H 1.473650 1.163376 -0.242749 0.07 0.21 -0.16
O 1.436275 -1.308733 -0.939440 1.39 -0.96 -1.60
H 0.746261 -1.971540 -0.984218 -0.09 0.31 0.47
H 1.256872 -0.659486 -0.279106 -0.59 -0.07 0.60
```
Positions in Å, forces in eV/Å.

Results
- molar mass (g/mol) = 89.138
- multiplicity = 1
- SMILES = C=CCNC.O
- frontier orbital gap (eV) = 9.735
- relative energy (zero: lowest compared OMol25 entry of this formula, charge and spin) (eV) = 2.388

***

[4]
This record from the OMol25 dataset describes a structure of composition C5H13AlO6P in a non-equilibrium geometry. The level of theory is ωB97M-V with the def2-TZVPD basis set.

Structure (XYZ):
```
26
Properties=species:S:1:pos:R:3:forces:R:3
C 0.432288 -2.457930 -1.531749 -1.40 0.52 1.15
C 0.099112 -0.947097 -2.136451 0.85 -0.70 -0.67
C 1.361825 0.120617 -1.885980 -1.43 0.38 -1.54
O 1.145669 1.015107 -0.737910 0.92 -1.86 0.18
C 1.508849 0.385674 0.541068 -0.14 -0.25 1.96
C 1.806696 1.414999 1.825033 -2.27 -1.29 0.62
O 0.498187 1.777227 2.444316 0.37 -0.87 -1.16
Al -0.728891 0.308434 2.313414 4.23 0.08 -1.05
P -2.677689 0.742742 1.125090 -4.44 1.01 2.04
O -3.866989 0.754142 2.188006 3.47 -0.05 -3.39
O -2.553800 2.360709 0.402191 0.72 -1.55 1.56
O -3.066462 -0.446707 -0.089670 0.57 2.99 -0.36
O 0.457355 -0.540592 1.066945 1.80 2.40 -1.00
H -0.475782 -2.703135 -0.801119 2.11 0.35 -1.45
H 1.397829 -2.431404 -0.855739 -1.94 -0.17 -1.55
H 0.438944 -3.300147 -2.344161 0.29 1.72 1.43
H -0.907229 -0.513707 -1.723856 2.20 -0.81 -0.55
H -0.049158 -1.096466 -3.310479 0.41 0.56 2.38
H 1.348585 0.819844 -2.853673 0.12 -1.23 2.24
H 2.394479 -0.429833 -1.901103 -1.85 0.89 0.46
H 2.575023 -0.069161 0.379623 -2.00 -0.08 0.11
H 2.215516 0.643044 2.638490 0.14 1.79 -1.93
H 2.464809 2.368266 1.613353 -1.27 -1.98 0.37
H -0.765155 -0.628929 3.593692 -0.43 0.19 0.02
H -1.988593 2.907104 1.053540 -1.10 -1.44 -1.44
H -3.065417 -0.052802 -1.012872 0.06 -0.57 1.59
```
Positions in Å, forces in eV/Å.

Results
- molar mass (g/mol) = 227.109
- total charge = -1
- multiplicity = 1
- frontier orbital gap (eV) = 8.773
- relative energy (zero: lowest compared OMol25 entry of this formula, charge and spin) (eV) = 4.190

***

[5]
This record from the OMol25 dataset describes the ion C4H4NO4 with charge -1 in a non-equilibrium geometry. The level of theory is ωB97M-V with the def2-TZVPD basis set.

Structure (XYZ):
```
13
Properties=species:S:1:pos:R:3:forces:R:3
O -0.441189 1.100561 -2.342511 0.20 0.61 -0.16
C 0.271704 0.319070 -1.746939 -0.25 -2.31 0.78
O 1.116234 -0.545422 -2.054766 -0.40 1.02 0.19
C -0.126885 0.162366 -0.086274 2.77 -1.36 -0.81
N -0.931610 1.170762 0.322048 -3.87 2.79 1.63
O -2.160735 0.899389 0.250231 1.67 1.22 0.27
O -0.488713 2.266606 0.721271 -0.60 -1.52 -0.72
C -0.275360 -1.169521 0.562885 0.73 -1.48 -1.66
C 0.940194 -0.352810 0.801271 3.48 0.45 0.45
H -0.200049 -1.962234 -0.215882 -0.23 0.25 1.10
H -0.765136 -1.331813 1.518337 -0.75 0.00 -0.65
H 1.035866 -0.039305 1.850748 -0.43 0.36 -0.50
H 2.025680 -0.517650 0.419582 -2.32 -0.04 0.07
```
Positions in Å, forces in eV/Å.

Results
- molar mass (g/mol) = 130.079
- total charge = -1
- multiplicity = 1
- SMILES = O=C([O-])C1([N+](=O)[O-])CC1
- frontier orbital gap (eV) = 8.937
- relative energy (zero: lowest compared OMol25 entry of this formula, charge and spin) (eV) = 3.869

***

[6]
This record from the OMol25 dataset describes a structure of composition C7H2Cl5FeI2O4S. The level of theory is ωB97M-V with the def2-TZVPD basis set.

Structure (XYZ):
```
22
Properties=species:S:1:pos:R:3:forces:R:3
Fe -1.063167 0.829813 0.256867 0.34 -0.12 -0.07
I -0.821064 -0.860200 2.552292 -0.15 -0.16 0.23
C -2.318125 -1.981007 1.523269 0.06 0.09 -0.04
I -2.423313 -1.558410 -0.562777 -0.23 -0.23 -0.07
H -3.265335 -1.672780 1.943986 -0.02 0.01 0.00
H -2.102463 -3.033564 1.651142 0.02 -0.02 0.00
Cl 0.723383 -2.770729 0.040210 0.15 0.00 -0.09
C 1.453501 -1.300390 -0.522746 0.07 0.07 0.05
C 0.813194 -0.073267 -0.395381 -0.58 0.33 0.10
C 1.531355 1.032117 -0.811488 0.00 -0.24 -0.01
Cl 0.690574 2.531452 -0.588914 -0.02 0.56 -0.08
C 2.802715 1.001675 -1.347880 0.12 0.18 -0.06
Cl 3.599896 2.451037 -1.814199 -0.03 -0.08 0.01
C 3.408155 -0.241085 -1.488027 0.16 -0.10 -0.05
Cl 4.985996 -0.349238 -2.157325 -0.05 0.01 0.02
C 2.738017 -1.391207 -1.072359 -0.08 -0.10 0.05
Cl 3.508779 -2.919926 -1.228329 0.03 0.02 -0.02
O -3.993610 3.061453 1.069515 0.16 -0.01 -0.10
S -2.951273 2.129552 0.834873 -0.39 -0.04 0.30
O -1.605530 2.441665 1.472767 0.23 -0.19 -0.18
O -2.525466 1.953179 -0.626256 0.32 -0.23 0.03
O -3.186228 0.719861 1.270762 -0.11 0.26 -0.03
```
Positions in Å, forces in eV/Å.

Results
- molar mass (g/mol) = 669.074
- multiplicity = 6
- frontier orbital gap (spin up / spin down) (eV) = 8.529 / 7.305
- relative energy (zero: lowest compared OMol25 entry of this formula, charge and spin) (eV) = 0.345